[1]
DFT (the ωB97M-V functional and the def2-TZVPD basis) results for a structure of composition C5H8O2 in a non-equilibrium geometry.

The geometry in XYZ format:
```
15
Properties=species:S:1:pos:R:3:mulliken_charge:R:1
H -1.7043 1.9205 -0.7339 0.28
C -0.9473 1.3121 -0.2309 -0.61
C 1.6349 -0.0519 0.6542 -1.19
O -1.4959 -0.5781 1.1238 -0.52
H -1.9994 -1.3965 1.1060 0.34
C 0.6120 0.0519 -0.4231 0.99
H 1.9694 -1.0784 0.8161 0.32
O 0.3216 1.3524 -0.8805 -0.48
H -0.3467 -0.9006 -2.1775 0.26
H -0.8302 1.6596 0.8144 0.24
C -0.0931 -0.9914 -1.1283 -0.91
C -1.0308 -0.1987 -0.1283 0.37
H 1.1596 0.3167 1.5709 0.27
H 0.2424 -1.9962 -0.8399 0.28
H 2.5078 0.5786 0.4572 0.34
```

Calculated values
ΔE to the lowest compared entry with this formula, charge and spin in kJ/mol: 327.7
HOMO-LUMO gap in eV: 8.7340
Multiplicity: 1
E_HOMO in eV: -7.931

***

[2]
DFT (the ωB97M-V functional and the def2-TZVPD basis) results for a structure of composition C15H38CuNO6 in a non-equilibrium geometry.

The geometry in XYZ format:
```
61
Properties=species:S:1:pos:R:3:lowdin_spin:R:1
C -2.8863 2.9462 -0.2546 0.00
C -3.2378 -0.0928 2.4320 0.00
H -3.3890 2.5730 -2.2604 0.00
H -0.4358 3.4862 -3.1367 0.00
H 2.0131 -4.4468 0.4559 0.00
C 2.2730 -2.2850 0.2825 0.00
H 0.9437 -2.6062 -2.1578 0.00
H 0.4198 -3.7390 -1.0907 0.00
H -4.5247 3.6538 -1.4470 0.00
C 0.6426 3.3302 -3.1636 0.00
H 1.2012 0.7237 -2.7826 0.00
H -4.2086 -0.4471 2.7787 0.00
H 3.0694 4.0661 1.6326 0.00
H 3.9144 0.4551 1.1323 0.00
O -1.9179 1.9340 -0.0610 0.02
H -3.3016 3.1451 0.7334 0.00
C 1.1133 2.3960 -1.9887 0.00
H 2.4983 -5.1260 3.1904 0.00
H -2.2986 0.2691 -3.0701 0.00
C 0.3551 -2.6615 -1.2421 0.00
H -2.2717 -1.9384 2.8997 0.01
C 2.4888 1.9306 1.6525 0.00
H 0.9986 -5.4975 2.3986 0.00
H 1.4371 3.7320 2.0697 0.00
O -1.2621 -1.1462 -1.8686 0.00
C -3.9394 2.7412 -1.3347 0.00
H 2.7566 -2.5344 -0.6620 0.00
C 1.5250 -4.7075 2.9343 0.00
H -4.6188 1.9241 -1.0921 0.00
H 2.1738 2.1570 -2.0685 0.00
C -1.1022 -2.4639 -1.5605 0.00
H -2.8019 -1.3863 -3.2563 0.00
H -3.2661 -0.3483 -1.8134 0.00
C -2.4892 -0.6500 -2.5159 0.00
H 0.9794 -4.5901 3.8706 0.00
C -2.3660 -1.3440 1.9909 0.02
H 4.6358 1.9331 1.7263 0.00
H 3.9216 1.9049 0.1086 0.00
O -1.0747 -0.9232 1.6321 0.26
O 1.2976 1.0782 1.3251 0.03
Cu -0.2979 0.3118 -0.2003 0.63
N 0.9029 -1.9065 -0.0872 0.00
H 0.9318 2.7195 -0.9638 0.00
H 2.5928 1.8542 2.7348 0.00
C 2.3147 -3.5759 1.0380 0.00
H -3.3961 0.5910 1.5980 0.00
H 0.8250 2.7071 -4.0391 0.00
H -1.7568 -2.7900 -0.7523 0.00
H -2.8297 0.4512 3.2839 0.00
H 0.3556 -2.1026 0.7387 0.00
O 0.5687 1.0926 -2.1617 0.01
H 2.7988 -1.4590 0.7614 0.00
H 2.1303 3.8505 0.3585 0.00
H -1.3685 -3.0213 -2.4586 0.00
H 1.2434 4.2392 -3.1909 0.00
H -2.3417 3.8740 -0.4299 0.00
C 3.8123 1.5403 1.1299 0.00
C 2.2167 3.4418 1.3653 0.00
H -2.9153 -1.9598 1.2786 0.00
O 1.5998 -3.4747 2.2997 0.00
H 3.3475 -3.8287 1.2781 0.00
```

Calculated values
Net charge: -1
ΔE to the lowest compared entry with this formula, charge and spin in kJ/mol: 328.7
HOMO-LUMO gap (alpha / beta) in eV: 6.3006 / 5.9843
Multiplicity: 2
E_HOMO (alpha / beta) in eV: -3.550 / -3.506

***

[3]
DFT (the ωB97M-V functional and the def2-TZVPD basis) results for a cluster of 2 separate species, C3H9NO2S in total in a non-equilibrium geometry.

The geometry in XYZ format:
```
16
Properties=species:S:1:pos:R:3:mulliken_charge:R:1
C -1.3530 -0.7727 -0.6313 -0.22
H -0.8793 1.6682 0.1695 0.32
H -0.2070 0.5160 -1.7658 0.45
O -0.6803 -2.6884 1.3747 -0.61
C 0.0217 1.0712 0.2688 -0.81
S 1.4518 2.1708 -0.0707 -0.23
C -0.0638 0.0138 -0.8151 0.32
H -1.0918 -1.8696 1.6673 0.30
N 1.0596 -0.8853 -0.7433 -0.60
H 1.4053 -1.2757 -1.6102 0.23
H 0.8848 -1.6780 -0.1361 0.25
H 0.2174 0.6312 1.2279 0.30
H 2.2242 1.6638 0.8905 0.13
H -0.9296 -3.3687 2.0106 0.29
O -2.1942 -0.5736 0.2055 -0.50
H -1.5038 -1.5688 -1.3834 0.37
```

Calculated values
ΔE to the lowest compared entry with this formula, charge and spin in kJ/mol: 171.0
HOMO-LUMO gap in eV: 9.5616
SMILES: N[C@@H](C=O)CS.O
Multiplicity: 1
E_HOMO in eV: -8.856

***

| no. | DFT total energy (eV) |
| --- | --- |
| 1 | -9406.43601 |
| 2 | -74579.86667 |
| 3 | -19676.64065 |